[1]
# C3H7O2

An isolated ion of composition C3H7O2 and charge +1 in a non-equilibrium geometry (wB97M-V/def2-TZVPD, the Open Molecules 2025 dataset).

Structure (ORCA input):
```
! RIJCOSX wB97M-V def2-TZVPD def2/J DEFGRID3
* xyz 1 1
C 0.38 1.30 0.35
C -0.22 -0.73 -1.25
C -0.15 0.02 0.04
O 0.02 -0.42 2.28
O -0.36 -0.74 1.06
H 1.40 1.11 0.85
H -0.38 1.89 1.01
H 0.53 1.85 -0.56
H 0.65 -0.39 -1.91
H -1.02 -0.45 -2.05
H 0.02 -1.84 -1.11
H -0.86 -1.60 1.30
*
```

The value obtained for the largest force on an atom is 3.84 eV Å⁻¹. The HOMO energy (alpha / beta) is -15.13 / -15.13 eV. The value obtained for the energy relative to the best compared isomer or geometry (same formula, charge and spin) is 607.77 kJ/mol. For the total energy, the calculation gives -268.448530 hartree.



[2]
# C5H9NO

An isolated molecule of C5H9NO (wB97M-V/def2-TZVPD, the Open Molecules 2025 dataset).

Structure (ORCA input):
```
! RIJCOSX wB97M-V def2-TZVPD def2/J DEFGRID3
* xyz 0 1
C 1.00 -0.85 1.71
C 1.06 -0.78 0.20
N 0.06 -1.57 -0.51
C 0.08 -0.13 -0.72
C -1.15 0.66 -0.33
C -1.23 2.00 -1.03
O -0.44 2.40 -1.86
H 0.11 -0.36 2.13
H 0.97 -1.90 2.00
H 1.88 -0.39 2.17
H 2.07 -0.81 -0.20
H 0.46 -2.07 -1.29
H 0.51 0.23 -1.66
H -1.24 0.82 0.75
H -2.05 0.10 -0.62
H -2.09 2.64 -0.74
*
```

The value obtained for the largest force on an atom is 0.52 eV Å⁻¹. As for the SMILES: C[C@H]1N[C@H]1CC=O. The HOMO energy is -9.66 eV. The value obtained for the energy relative to the best compared isomer or geometry (same formula, charge and spin) is 201.32 kJ/mol. For the total energy, the calculation gives -325.860877 hartree.



[3]
# C3H11N3O

A 2-piece molecular cluster, C3H11N3O overall in a non-equilibrium geometry (wB97M-V/def2-TZVPD, the Open Molecules 2025 dataset).

Structure (ORCA input):
```
! RIJCOSX wB97M-V def2-TZVPD def2/J DEFGRID3
* xyz 0 1
N 0.45 -1.93 0.01
C 0.92 -1.94 -1.21
N 2.09 -2.52 -1.60
H 0.99 -2.39 0.75
H -0.43 -1.28 0.34
H 0.53 -1.19 -1.91
H 2.24 -2.63 -2.61
H 2.72 -2.86 -0.90
C -1.21 2.38 0.77
O -0.35 3.39 0.68
C -0.46 1.02 0.47
N -1.34 -0.15 0.80
H -1.57 2.26 1.81
H -2.12 2.47 0.04
H -0.18 1.00 -0.64
H 0.51 0.96 1.02
H -2.22 -0.03 0.27
H -1.58 0.04 1.78
*
```

The value obtained for the largest force on an atom is 2.18 eV Å⁻¹. The HOMO energy is -5.32 eV. The value obtained for the energy relative to the best compared isomer or geometry (same formula, charge and spin) is 434.41 kJ/mol. For the total energy, the calculation gives -360.271942 hartree.



[4]
# C4H4N2S3

A 2-piece molecular cluster, C4H4N2S3 overall in a non-equilibrium geometry (wB97M-V/def2-TZVPD, the Open Molecules 2025 dataset).

Structure (ORCA input):
```
! RIJCOSX wB97M-V def2-TZVPD def2/J DEFGRID3
* xyz 0 1
C 1.14 -0.03 -1.04
C 1.91 0.67 -0.06
C 0.46 -1.03 -0.37
C -2.06 0.70 -0.09
N 1.78 0.18 1.11
N 0.78 -0.73 1.01
S -0.90 1.63 -0.68
S -3.13 -0.15 0.61
S -0.77 -2.06 -0.80
H 1.26 0.05 -2.14
H 2.56 1.41 -0.25
H 0.89 -1.48 1.66
H -3.93 0.85 1.05
*
```

The value obtained for the largest force on an atom is 7.17 eV Å⁻¹. The HOMO energy (alpha / beta) is -7.83 / -7.61 eV. The value obtained for the energy relative to the best compared isomer or geometry (same formula, charge and spin) is 307.37 kJ/mol. For the total energy, the calculation gives -1458.759325 hartree.



[5]
# C2H3ClO2S

A 2-piece molecular cluster, C2H3ClO2S overall in a non-equilibrium geometry (wB97M-V/def2-TZVPD, the Open Molecules 2025 dataset).

Structure (ORCA input):
```
! RIJCOSX wB97M-V def2-TZVPD def2/J DEFGRID3
* xyz 0 1
C 1.09 0.50 -1.14
C 0.49 -0.73 -0.53
O 0.71 1.28 -1.92
O 1.20 -0.98 -3.17
S 2.32 -0.69 -4.07
Cl 2.78 0.56 -0.65
H -0.61 -0.62 -0.72
H 0.78 -0.72 0.50
H 0.90 -1.46 -1.07
*
```

The value obtained for the largest force on an atom is 5.41 eV Å⁻¹. As for the SMILES: CC(=O)Cl.O=S. The HOMO energy (alpha / beta) is -9.46 / -9.45 eV. The value obtained for the energy relative to the best compared isomer or geometry (same formula, charge and spin) is 162.61 kJ/mol. For the total energy, the calculation gives -1086.788782 hartree.



[6]
# C9H19BrN2O2

A 2-piece molecular cluster, C9H19BrN2O2 overall in a non-equilibrium geometry (wB97M-V/def2-TZVPD, the Open Molecules 2025 dataset).

Structure (ORCA input):
```
! RIJCOSX wB97M-V def2-TZVPD def2/J DEFGRID3
* xyz 0 1
O -1.66 3.69 -1.63
O 1.67 3.75 1.34
Br 0.19 -2.68 1.51
C -1.39 2.50 -1.68
C 0.92 3.52 0.39
N 1.06 4.17 -0.78
N -0.68 1.87 -0.75
C -1.84 1.67 -2.86
C 2.09 5.16 -1.06
C -0.17 -6.93 1.10
C -0.31 -4.56 1.92
C 0.20 -5.48 0.81
C 0.20 1.29 1.43
C -0.20 2.45 0.52
H 0.33 4.02 -1.47
H -0.49 0.89 -0.89
H -2.34 2.31 -3.58
H -0.97 1.21 -3.33
H -2.53 0.90 -2.52
H 1.97 6.01 -0.39
H 2.02 5.50 -2.09
H 3.08 4.72 -0.89
H 0.26 -7.25 2.05
H 0.22 -7.58 0.31
H -1.25 -7.05 1.15
H 0.12 -4.85 2.88
H -1.40 -4.64 2.00
H 1.29 -5.39 0.73
H -0.24 -5.18 -0.15
H 1.07 0.77 1.02
H -0.63 0.58 1.53
H 0.45 1.67 2.42
H -1.05 2.96 0.98
*
```

The value obtained for the largest force on an atom is 1.28 eV Å⁻¹. As for the SMILES: CNC(=O)[C@H](C)NC(C)=O.CCCBr. The HOMO energy is -9.23 eV. For the total energy, the calculation gives -3188.374466 hartree.



[7]
# C8H11N3

C8H11N3 as an isolated structure in a non-equilibrium geometry (wB97M-V/def2-TZVPD, the Open Molecules 2025 dataset).

Structure (ORCA input):
```
! RIJCOSX wB97M-V def2-TZVPD def2/J DEFGRID3
* xyz 0 1
C -3.30 -0.79 0.54
C -2.74 0.34 -1.53
C 1.09 0.20 0.02
C 2.11 1.22 -0.54
C 3.29 1.34 0.16
C 3.62 0.25 1.07
C 2.83 -0.92 1.21
C 1.53 -1.03 0.69
H -3.88 -1.80 0.18
H -2.77 -0.94 1.81
H -3.97 0.39 0.25
H -3.85 -0.04 -2.01
H -2.66 1.56 -1.42
H -2.13 0.15 -2.46
H 1.73 2.04 -1.17
H 4.13 2.14 -0.05
H 4.61 0.24 1.56
H 3.17 -1.56 1.98
H 0.80 -1.94 1.06
N -2.33 -0.67 -0.58
N -1.10 -0.57 -0.23
N -0.21 0.39 -0.54
*
```

The value obtained for the largest force on an atom is 7.44 eV Å⁻¹. The HOMO energy is -7.81 eV. The value obtained for the energy relative to the best compared isomer or geometry (same formula, charge and spin) is 685.07 kJ/mol. For the total energy, the calculation gives -475.425035 hartree.



[8]
# C2H3O2S2

A 2-piece molecular cluster, C2H3O2S2 overall in a non-equilibrium geometry (wB97M-V/def2-TZVPD, the Open Molecules 2025 dataset).

Structure (ORCA input):
```
! RIJCOSX wB97M-V def2-TZVPD def2/J DEFGRID3
* xyz -1 1
C -0.62 0.61 -1.47
C -0.87 -0.24 -0.51
O 2.05 -0.28 0.52
O 0.51 0.96 1.96
S 0.66 -1.79 2.65
S 0.87 -0.32 1.38
H -1.33 0.70 -2.36
H 0.29 1.28 -1.58
H -1.55 -0.94 -0.60
*
```

The value obtained for the largest force on an atom is 6.13 eV Å⁻¹. The HOMO energy (alpha / beta) is -4.15 / -4.15 eV. The value obtained for the energy relative to the best compared isomer or geometry (same formula, charge and spin) is 336.90 kJ/mol. For the total energy, the calculation gives -1024.805868 hartree.



[9]
# C10H15FN4O3

A 2-piece molecular cluster, C10H15FN4O3 overall in a non-equilibrium geometry (wB97M-V/def2-TZVPD, the Open Molecules 2025 dataset).

Structure (ORCA input):
```
! RIJCOSX wB97M-V def2-TZVPD def2/J DEFGRID3
* xyz 0 1
C -2.22 3.10 -1.63
C -0.63 2.60 -1.49
C -0.69 0.97 -1.25
C -1.57 -0.11 -2.11
N -1.71 -1.58 -2.02
N -1.04 -2.21 -1.02
C -0.19 -1.42 -0.08
C 0.54 -2.33 1.12
C -0.23 -2.20 2.57
F 2.02 -2.07 1.21
C 0.14 0.17 -0.03
C 1.11 0.97 1.03
C 0.31 1.31 2.45
N 1.11 1.70 3.52
H -2.30 4.16 -1.14
H -2.52 3.08 -2.78
H -2.89 2.28 -1.09
H -0.16 3.18 -0.59
H 0.00 2.80 -2.47
H -2.22 0.39 -2.98
H -1.15 -3.26 -0.92
H 0.46 -3.48 0.82
H -0.84 -1.22 2.72
H -0.99 -3.13 2.62
H 0.54 -2.41 3.46
H 2.17 0.49 1.19
H 1.31 2.04 0.54
H -0.87 1.25 2.49
H 2.12 1.69 3.22
N 2.60 -1.69 -1.83
O 3.46 -1.12 -1.14
O 1.88 -1.03 -2.61
O 2.46 -2.92 -1.75
*
```

The value obtained for the largest force on an atom is 6.12 eV Å⁻¹. The HOMO energy is -7.25 eV. For the total energy, the calculation gives -934.105105 hartree.



[10]
# C2H8N3O

C2H8N3O as an isolated structure in a non-equilibrium geometry (wB97M-V/def2-TZVPD, the Open Molecules 2025 dataset).

Structure (ORCA input):
```
! RIJCOSX wB97M-V def2-TZVPD def2/J DEFGRID3
* xyz 1 1
C -1.30 -0.11 0.59
C 2.72 -0.29 -1.27
N -1.90 -1.11 1.24
N -1.85 1.13 0.42
N 1.82 0.52 -0.93
O -0.13 -0.46 0.25
H -1.13 1.79 0.23
H 3.66 -0.06 -1.58
H 2.48 -1.39 -1.03
H -2.92 -1.00 1.22
H -1.49 -2.01 1.16
H -2.60 1.18 1.05
H 1.92 1.51 -1.10
H 0.71 0.30 -0.26
*
```

The value obtained for the largest force on an atom is 5.00 eV Å⁻¹. The HOMO energy is -15.18 eV. The value obtained for the energy relative to the best compared isomer or geometry (same formula, charge and spin) is 152.38 kJ/mol. For the total energy, the calculation gives -320.266537 hartree.



[11]
# C33H40N5

A 2-piece molecular cluster, C33H40N5 overall in a non-equilibrium geometry (wB97M-V/def2-TZVPD, the Open Molecules 2025 dataset).

Structure (ORCA input):
```
! RIJCOSX wB97M-V def2-TZVPD def2/J DEFGRID3
* xyz 1 1
C -4.07 1.57 1.52
N -2.69 1.65 1.05
C -2.11 2.98 0.93
C -1.84 0.52 1.06
N -0.56 0.73 1.21
C 0.43 -0.24 1.16
C 1.82 0.33 1.08
C 2.52 0.66 2.23
C 3.80 1.18 2.15
C 4.38 1.38 0.91
C 3.68 1.09 -0.24
C 2.41 0.56 -0.15
N -2.40 -0.77 0.87
C -3.55 -0.97 -0.02
C -1.96 -1.95 1.61
H -4.18 0.74 2.21
H -4.33 2.48 2.05
H -4.75 1.46 0.68
H -1.04 2.90 0.78
H -2.55 3.50 0.08
H -2.29 3.55 1.84
H 0.37 -0.87 2.05
H 0.26 -0.88 0.28
H 2.06 0.50 3.19
H 4.34 1.43 3.04
H 5.37 1.79 0.84
H 4.12 1.26 -1.20
H 1.85 0.33 -1.05
H -3.65 -0.14 -0.71
H -3.41 -1.88 -0.61
H -4.46 -1.07 0.56
H -1.61 -1.66 2.60
H -2.78 -2.65 1.72
H -1.15 -2.45 1.07
C -0.02 0.53 9.20
C -0.84 -0.70 9.16
N -2.04 -0.84 9.83
C -2.71 0.21 10.59
C -2.61 -2.08 9.51
C -1.75 -2.73 8.61
C -2.15 -3.94 8.03
C -3.36 -4.49 8.39
C -4.20 -3.85 9.31
C -3.84 -2.65 9.86
C -0.60 -1.86 8.40
C 0.46 -2.01 7.47
C 0.85 -3.22 6.83
C 1.34 -3.33 5.52
C 1.54 -2.26 4.52
N 1.51 -4.67 5.22
C 1.89 -5.19 3.91
C 1.20 -5.44 6.35
C 0.83 -4.56 7.38
C 0.56 -5.05 8.66
C 0.61 -6.41 8.87
C 0.96 -7.28 7.83
C 1.27 -6.81 6.58
H 0.92 0.41 8.67
H -0.57 1.36 8.75
H 0.21 0.81 10.23
H -3.68 -0.12 10.96
H -2.10 0.51 11.44
H -2.87 1.08 9.95
H -1.53 -4.43 7.30
H -3.67 -5.43 7.95
H -5.14 -4.30 9.56
H -4.50 -2.14 10.54
H 0.94 -1.11 7.13
H 1.36 -1.28 4.96
H 2.55 -2.28 4.12
H 0.84 -2.39 3.69
H 1.96 -6.28 3.94
H 1.14 -4.91 3.17
H 2.86 -4.80 3.62
H 0.33 -4.37 9.46
H 0.39 -6.81 9.84
H 0.99 -8.34 8.02
H 1.57 -7.48 5.79
*
```

The value obtained for the largest force on an atom is 3.07 eV Å⁻¹. The HOMO energy is -9.58 eV. The value obtained for the energy relative to the best compared isomer or geometry (same formula, charge and spin) is 0.00 kJ/mol. For the total energy, the calculation gives -1555.028475 hartree.



[12]
# C3H7OS2

A 2-piece molecular cluster, C3H7OS2 overall in a non-equilibrium geometry (wB97M-V/def2-TZVPD, the Open Molecules 2025 dataset).

Structure (ORCA input):
```
! RIJCOSX wB97M-V def2-TZVPD def2/J DEFGRID3
* xyz -1 1
C -0.83 0.94 0.46
C 1.06 -0.76 0.67
C -0.33 -0.29 0.50
O -1.09 -0.28 -3.31
S 1.52 -1.58 -2.63
S -0.48 -1.68 -2.45
H -0.42 1.94 0.61
H -0.95 0.38 -2.69
H -1.90 1.06 0.24
H 1.32 -1.45 1.50
H 1.54 0.20 0.86
H 1.59 -1.04 -0.33
H -1.03 -1.21 0.36
*
```

The value obtained for the largest force on an atom is 3.63 eV Å⁻¹. The HOMO energy is -2.32 eV. The value obtained for the energy relative to the best compared isomer or geometry (same formula, charge and spin) is 67.10 kJ/mol. For the total energy, the calculation gives -990.104434 hartree.